# 1
# C29H27BIrN2O2S

A structure of composition C29H27BIrN2O2S in a non-equilibrium geometry (the ωB97M-V functional and the def2-TZVPD basis, OMol25).

```
63
Properties=species:S:1:pos:R:3
Ir -0.12 0.88 -2.01
N -0.76 -1.41 -2.61
C 0.02 -2.08 -3.60
C -0.63 -2.76 -4.63
C 0.09 -3.49 -5.56
C 1.47 -3.57 -5.45
C 2.12 -2.87 -4.45
C 1.42 -2.09 -3.53
C 2.19 -1.22 -2.63
C 3.40 -1.67 -2.10
C 4.27 -0.80 -1.46
C 3.96 0.55 -1.38
C 2.76 1.01 -1.87
C 1.82 0.13 -2.43
H -1.75 -1.48 -2.84
H -0.59 -1.79 -1.68
H -1.71 -2.73 -4.69
H -0.43 -4.01 -6.35
H 2.04 -4.14 -6.16
H 3.20 -2.89 -4.41
H 3.67 -2.71 -2.21
H 5.20 -1.17 -1.05
H 4.67 1.24 -0.94
H 2.55 2.08 -1.83
S -1.88 4.78 -4.06
C -0.78 3.54 -3.58
N -1.29 2.51 -2.97
C -2.66 2.65 -2.83
C -3.52 1.74 -2.21
C -4.87 2.04 -2.15
C -5.37 3.22 -2.71
C -4.53 4.12 -3.33
C -3.17 3.83 -3.38
H 0.27 3.64 -3.79
H -3.12 0.84 -1.78
H -5.55 1.35 -1.67
H -6.42 3.44 -2.64
H -4.91 5.03 -3.77
C 0.27 -0.03 7.09
C 0.69 -0.79 5.83
C -0.02 -2.15 5.84
C 2.21 -1.00 5.88
C 0.31 -0.06 4.55
C -0.33 1.19 4.59
C -0.73 1.86 3.45
C -0.47 1.25 2.24
O -0.75 1.66 0.99
B -0.28 0.68 0.11
O 0.29 -0.35 0.87
C 0.18 0.00 2.18
C 0.58 -0.66 3.32
H 0.56 -0.62 7.96
H -0.80 0.11 7.14
H 0.77 0.93 7.17
H 0.23 -2.69 6.75
H 0.26 -2.77 4.99
H -1.10 -2.02 5.82
H 2.47 -1.52 6.79
H 2.72 -0.04 5.87
H 2.56 -1.59 5.03
H -0.53 1.66 5.54
H -1.22 2.82 3.49
H 1.08 -1.61 3.24
```

Net charge: +1
Relative energy (zero: lowest compared OMol25 entry of this formula, charge and spin) (kcal/mol): 50.2
HOMO level (alpha / beta) (Eh): -0.388 / -0.388

# 2
# C11H16Cl3NOPbS

A structure of composition C11H16Cl3NOPbS in a non-equilibrium geometry (the ωB97M-V functional and the def2-TZVPD basis, OMol25).

```
34
Properties=species:S:1:pos:R:3
C -1.39 0.48 -0.69
C -0.36 0.80 -1.62
C 0.67 1.49 -0.91
C -0.37 0.49 -3.06
C 0.25 1.65 0.43
C -1.02 1.02 0.58
C -1.82 0.94 1.81
C -2.64 -0.24 -1.01
C 1.93 1.96 -1.51
C 1.02 2.33 1.49
Pb 1.04 -2.16 0.88
Cl 0.95 -2.33 -1.69
Cl -2.15 -3.14 1.21
Cl 2.98 -0.46 1.03
H -0.97 -0.40 -3.26
H 0.65 0.31 -3.42
H -0.79 1.33 -3.65
H 2.32 1.21 -2.21
H 2.69 2.14 -0.74
H 1.76 2.90 -2.07
H 2.04 1.93 1.50
H 0.59 2.15 2.48
H 1.05 3.41 1.32
H -1.21 1.22 2.68
H -2.19 -0.08 1.99
H -2.68 1.63 1.76
H -2.42 -1.06 -1.70
H -3.36 0.43 -1.50
H -3.10 -0.65 -0.11
O -1.31 -2.24 2.55
H -2.00 -2.23 3.26
S 4.30 -5.94 1.70
C 3.20 -4.84 1.38
N 2.35 -4.04 1.12
```

Net charge: -2
Relative energy (zero: lowest compared OMol25 entry of this formula, charge and spin) (kcal/mol): 17.5
HOMO level (alpha / beta) (Eh): -0.017 / 0.026

# 3
# C39H83ClN7O5P

A cluster of 6 separate species, C39H83ClN7O5P in total in a non-equilibrium geometry (the ωB97M-V functional and the def2-TZVPD basis, OMol25).

```
136
Properties=species:S:1:pos:R:3
Cl -0.89 -0.94 0.74
O -1.82 -0.27 1.57
O -1.06 -2.24 1.35
O -1.20 -0.77 -0.65
O 0.45 -0.47 1.01
C -4.55 -0.61 4.04
C -3.89 -1.70 5.01
N -2.52 -1.36 5.29
C -2.14 -0.44 6.23
C -0.72 -0.42 6.16
N -0.31 -1.24 5.11
C -1.41 -1.83 4.63
C 1.08 -1.47 4.63
H -4.05 -0.73 3.08
H -4.26 0.38 4.39
H -5.64 -0.56 4.01
H -4.03 -2.72 4.66
H -4.51 -1.69 5.91
H -2.86 0.10 6.83
H 0.04 0.22 6.59
H -1.50 -2.49 3.78
H 1.19 -1.81 3.60
H 1.43 -2.28 5.27
H 1.87 -0.79 4.94
C 0.27 -4.04 -3.52
C -0.16 -5.25 -2.57
N -1.64 -5.14 -2.34
C -2.22 -4.25 -1.47
C -3.65 -4.49 -1.58
N -3.91 -5.35 -2.66
C -2.65 -5.80 -3.10
C -5.20 -5.96 -3.11
H 0.44 -3.10 -3.02
H -0.27 -3.77 -4.43
H 1.22 -4.12 -4.04
H 0.37 -5.21 -1.62
H -0.03 -6.20 -3.09
H -1.64 -3.64 -0.79
H -4.52 -4.15 -1.05
H -2.51 -6.50 -3.90
H -5.46 -5.43 -4.02
H -6.01 -5.70 -2.42
H -5.12 -7.03 -3.30
C -6.75 2.23 0.85
C -5.18 2.06 0.93
N -4.68 2.03 -0.42
C -4.73 3.09 -1.34
C -4.12 2.52 -2.43
N -3.78 1.20 -2.27
C -4.04 0.90 -0.97
C -3.14 0.36 -3.14
H -7.01 3.27 0.68
H -7.13 1.80 1.78
H -7.32 1.65 0.12
H -4.92 1.11 1.40
H -5.02 2.94 1.54
H -5.26 4.01 -1.15
H -3.96 2.95 -3.41
H -3.80 -0.07 -0.58
H -3.20 -0.63 -2.71
H -2.05 0.40 -3.16
H -3.49 0.53 -4.16
C -2.31 4.04 2.20
C -1.63 3.07 1.22
C -1.02 3.98 0.00
C -0.21 3.22 -1.02
P 1.48 2.86 -0.61
C 2.50 4.30 -1.23
C 2.27 4.90 -2.68
C 3.29 5.85 -3.26
C 4.66 5.22 -3.41
C 2.14 1.27 -1.26
C 2.60 1.29 -2.73
C 1.41 1.15 -3.70
C 0.88 -0.29 -3.85
C 1.84 2.67 1.21
C 3.26 2.90 1.57
C 3.39 2.65 3.12
C 2.24 3.08 3.98
H -3.23 4.48 1.81
H -1.58 4.79 2.49
H -2.61 3.53 3.11
H -2.31 2.41 0.69
H -0.97 2.31 1.63
H -0.45 4.79 0.46
H -1.81 4.60 -0.41
H -0.07 3.50 -2.06
H -0.60 2.21 -1.20
H 3.55 4.10 -1.03
H 2.16 5.19 -0.70
H 1.29 5.38 -2.63
H 2.27 4.08 -3.39
H 3.30 6.70 -2.57
H 2.91 6.22 -4.22
H 5.42 5.83 -3.91
H 4.58 4.25 -3.91
H 5.04 4.88 -2.45
H 1.40 0.53 -0.99
H 3.07 1.03 -0.74
H 3.23 0.42 -2.89
H 3.18 2.17 -2.98
H 1.72 1.48 -4.69
H 0.51 1.72 -3.44
H 1.59 -1.02 -4.25
H -0.02 -0.40 -4.46
H 0.55 -0.71 -2.90
H 1.35 1.81 1.67
H 1.25 3.54 1.50
H 3.51 3.94 1.36
H 3.89 2.20 1.01
H 4.28 3.18 3.46
H 3.94 1.74 3.36
H 2.23 2.66 4.98
H 1.23 2.91 3.60
H 2.31 4.13 4.28
C 4.85 -2.76 -1.29
N 4.09 -2.93 0.06
C 3.81 -1.52 0.68
C 2.78 -3.79 -0.26
C 4.88 -3.70 1.16
C 5.10 -5.16 0.93
O 5.69 -5.52 -0.24
H 4.23 -2.26 -2.03
H 5.02 -3.77 -1.65
H 5.87 -2.37 -1.17
H 3.19 -0.90 0.04
H 4.71 -0.98 0.98
H 3.16 -1.83 1.50
H 2.32 -4.14 0.66
H 3.16 -4.55 -0.94
H 2.18 -3.04 -0.77
H 4.45 -3.58 2.15
H 5.88 -3.26 1.14
H 4.15 -5.70 0.89
H 5.66 -5.59 1.75
H 5.50 -6.45 -0.40
```

<S²>: 0.77
Spin multiplicity: 2
Net charge: +5
HOMO level (alpha / beta) (Eh): -0.722 / -0.722

# 4
# C11H11NO2P

A cluster of 2 separate species, C11H11NO2P in total in a non-equilibrium geometry (the ωB97M-V functional and the def2-TZVPD basis, OMol25).

```
26
Properties=species:S:1:pos:R:3
C -3.30 -1.95 0.27
C -3.09 -0.99 1.22
C -2.89 -1.65 -1.06
C 3.33 -1.48 -0.13
C -2.57 0.24 0.92
C -2.40 -0.39 -1.37
C 1.87 -1.37 -0.39
C 3.78 -0.21 0.21
C -2.26 0.62 -0.42
C 1.58 -0.04 -0.18
C 2.76 1.95 0.48
N 2.70 0.58 0.22
O -1.13 2.85 -1.80
O -1.06 2.77 0.85
P -1.12 2.08 -0.49
H -3.57 -2.91 0.54
H -3.25 -1.22 2.20
H -2.75 -2.53 -1.61
H 3.91 -2.32 -0.42
H -2.41 1.14 1.60
H -2.19 -0.34 -2.44
H 1.28 -2.24 -0.55
H 4.63 0.13 0.71
H 1.78 2.34 0.83
H 3.58 2.30 1.25
H 2.77 2.64 -0.44
```

Net charge: -1
HOMO level (alpha / beta) (Eh): -0.133 / -0.133

| no. | energy (a.u.) |
| --- | --- |
| 1 | -1908.46242 |
| 2 | -2530.39300 |
| 3 | -3094.49603 |
| 4 | -972.30183 |